Density functional theory data (ωB97M-V/def2-TZVPD) for a structure of composition C32H22IrN2O7P2S2 in a non-equilibrium geometry.

Computed properties:
LUMO level (alpha / beta): 1.7807 / 1.7872 eV
charge: -1
Kohn-Sham gap (alpha / beta): 6.53 / 6.52 eV
DFT total energy: -93939.059 eV

XYZ file:
```
68
Properties=species:S:1:pos:R:3:forces:R:3
Ir 0.141 0.223 -0.280 -0.342 2.305 0.533
S 2.403 -0.259 0.206 -0.057 -0.833 -0.180
P 1.644 0.329 2.012 0.421 0.125 0.354
C -0.036 0.338 1.889 0.556 -0.753 -0.246
P -1.002 -1.026 1.986 -0.481 -0.375 0.496
S -0.979 -1.767 0.093 0.417 -0.103 -0.147
C -2.709 -0.582 2.411 0.007 -0.032 -0.107
C -3.000 0.705 2.831 -0.023 0.103 -0.038
C -4.316 1.068 3.099 0.030 0.016 0.009
C -5.333 0.139 2.956 -0.018 -0.053 -0.009
C -5.043 -1.158 2.536 0.014 0.082 0.016
C -3.736 -1.513 2.258 0.021 -0.067 0.031
C -0.619 -2.326 3.204 -0.003 0.042 0.117
C 0.311 -3.311 2.885 0.040 -0.001 -0.043
C 0.694 -4.244 3.837 0.000 0.007 0.001
C 0.153 -4.198 5.114 -0.003 0.000 0.028
C -0.773 -3.217 5.441 0.028 -0.006 -0.020
C -1.155 -2.284 4.490 -0.036 0.031 0.006
C 2.445 -0.598 3.363 -0.150 -0.008 0.125
C 2.068 -0.316 4.676 -0.046 0.020 -0.009
C 2.608 -1.033 5.729 0.029 -0.046 -0.013
C 3.541 -2.034 5.479 -0.018 0.013 0.034
C 3.921 -2.316 4.178 -0.014 0.011 -0.004
C 3.367 -1.605 3.120 0.068 -0.013 -0.050
C 2.191 2.030 2.351 0.050 -0.038 -0.030
C 3.496 2.298 2.757 0.047 -0.039 -0.013
C 3.902 3.602 2.988 -0.051 0.031 -0.018
C 3.003 4.647 2.808 0.029 -0.005 0.012
C 1.706 4.383 2.395 -0.033 -0.012 -0.009
C 1.294 3.076 2.167 -0.022 0.040 -0.019
H -2.198 1.429 2.899 0.032 0.021 0.010
H -4.539 2.084 3.396 -0.007 0.017 -0.004
H -6.358 0.424 3.154 -0.009 0.003 0.004
H -5.838 -1.880 2.408 -0.016 -0.008 0.005
H -3.512 -2.514 1.907 0.019 -0.004 -0.007
H 0.732 -3.339 1.887 -0.005 0.012 -0.003
H 1.420 -5.005 3.582 0.015 -0.012 -0.007
H 0.455 -4.926 5.856 0.002 -0.010 0.007
H -1.197 -3.179 6.436 -0.003 0.002 0.016
H -1.879 -1.520 4.746 -0.011 0.001 -0.009
H 1.343 0.466 4.871 -0.005 0.014 -0.011
H 2.304 -0.814 6.744 -0.006 0.000 0.019
H 3.966 -2.594 6.303 0.004 -0.008 0.009
H 4.642 -3.099 3.980 0.018 -0.007 -0.007
H 3.647 -1.833 2.099 -0.018 -0.001 -0.013
H 4.201 1.486 2.894 -0.014 -0.020 0.009
H 4.916 3.805 3.307 0.014 0.001 0.007
H 3.316 5.667 2.992 0.005 0.008 -0.005
H 1.004 5.193 2.249 -0.007 0.014 -0.002
H 0.283 2.860 1.843 -0.048 -0.009 0.006
O -0.142 1.557 -4.216 -0.030 0.110 -0.133
C -0.345 1.511 -3.014 0.148 -0.212 0.047
O 0.375 0.781 -2.222 0.415 -0.355 -0.568
C -1.468 2.354 -2.448 -0.176 0.013 0.008
C -2.275 2.987 -3.372 0.123 -0.127 0.085
C -3.328 3.784 -2.957 -0.241 0.180 -0.169
C -3.598 3.986 -1.622 0.085 0.039 -0.025
C -2.777 3.386 -0.692 -0.145 0.288 0.187
C -1.693 2.530 -1.051 0.227 -0.133 0.077
O -0.969 1.964 -0.145 -1.054 0.032 -0.322
N -3.104 3.692 0.711 0.162 -0.477 -0.251
O -4.242 4.061 0.952 -0.140 0.098 0.084
O -2.248 3.552 1.559 0.101 0.201 0.062
N -4.177 4.443 -3.953 0.183 -0.200 0.185
O -3.924 4.258 -5.128 -0.045 0.049 -0.042
O -5.095 5.137 -3.550 -0.064 0.071 -0.042
H -2.062 2.842 -4.421 0.007 0.003 0.008
H -4.418 4.611 -1.303 0.022 -0.041 -0.023
```
Positions in Å, forces in eV/Å.

Density functional theory data (ωB97M-V/def2-TZVPD) for a cluster of 2 separate species, C22H23NO in total in a non-equilibrium geometry.

Computed properties:
LUMO level: -1.4981 eV
charge: 0
Kohn-Sham gap: 3.95 eV
DFT total energy: -26720.972 eV
relative energy (zero: lowest compared OMol25 entry of this formula, charge and spin): 98.9 kcal per mole

XYZ file:
```
47
Properties=species:S:1:pos:R:3:forces:R:3
C 4.995 0.947 -1.006 0.352 0.078 -0.323
C 3.876 0.202 -0.307 0.032 0.314 0.458
N 2.646 1.003 -0.315 -0.440 -0.660 -0.127
C 1.470 0.403 -0.490 -0.192 0.371 -0.082
C 0.259 1.101 -0.539 0.265 0.060 0.223
C -0.885 0.509 -1.039 0.282 -0.906 0.432
C -2.126 1.216 -1.192 -0.994 0.592 -0.073
C -3.032 0.883 -2.228 0.265 0.158 0.412
C -4.200 1.620 -2.403 0.050 0.145 0.162
C -4.514 2.670 -1.525 0.332 -0.206 -0.013
C -3.638 2.990 -0.479 0.034 -0.080 -0.221
C -2.449 2.285 -0.321 -0.054 -0.250 -0.399
C 2.712 2.445 -0.141 0.399 0.374 -0.151
C 4.120 2.819 0.278 0.497 -0.014 -0.053
O 5.127 2.306 -0.599 -0.532 0.106 0.224
H 5.964 0.474 -0.786 -0.357 -0.117 -0.165
H 4.829 0.922 -2.097 0.067 0.070 0.281
H 3.663 -0.733 -0.833 0.150 0.091 0.204
H 4.180 -0.017 0.728 -0.210 -0.060 -0.200
H 1.496 -0.683 -0.620 -0.076 0.319 -0.088
H 0.229 2.149 -0.215 0.024 -0.538 -0.341
H -0.805 -0.506 -1.429 -0.127 0.255 -0.066
H -2.776 0.056 -2.894 -0.171 0.251 0.178
H -4.866 1.385 -3.237 0.171 0.050 0.326
H -5.433 3.242 -1.661 0.257 -0.188 0.040
H -3.867 3.808 0.205 -0.017 -0.240 -0.190
H -1.757 2.536 0.486 -0.325 -0.056 -0.178
H 2.436 2.986 -1.063 -0.004 -0.409 0.139
H 2.014 2.756 0.644 0.104 -0.019 -0.031
H 4.263 3.907 0.211 -0.203 -0.342 0.344
H 4.273 2.467 1.316 0.171 0.228 -0.331
C -2.992 -3.201 0.683 -0.489 1.024 -0.339
C -3.153 -1.789 0.632 0.524 -1.490 0.119
C -1.961 -1.194 1.127 0.276 0.700 -0.285
C -1.049 -2.225 1.511 -0.481 -0.713 -0.436
C -1.695 -3.496 1.201 0.497 0.822 0.392
C -1.022 -4.691 1.460 0.056 0.149 0.034
C 0.258 -4.652 2.019 -0.058 0.040 -0.024
C 0.870 -3.426 2.341 -0.039 0.025 -0.122
C 0.223 -2.213 2.089 0.032 -0.117 -0.152
H -3.710 -3.965 0.385 0.100 0.358 0.036
H -4.031 -1.256 0.273 0.222 -0.143 0.108
H -1.758 -0.135 1.255 -0.300 -0.200 0.206
H -1.518 -5.634 1.231 0.223 0.060 0.074
H 0.792 -5.584 2.213 -0.163 0.261 -0.007
H 1.860 -3.431 2.799 -0.209 0.017 -0.109
H 0.681 -1.255 2.332 0.061 -0.173 0.113
```
Positions in Å, forces in eV/Å.